A gas-phase ion, C9H12N4P (charge +1) in a non-equilibrium geometry. Source: the OMol25 dataset; level of theory: the ωB97M-V functional and the def2-TZVPD basis.

Cartesian coordinates (Å):
C  3.3165  -1.8068  -0.0009
N  2.5951  -0.5608  0.0335
C  3.2366  0.6538  0.2217
C  2.3628  1.6824  0.2073
N  1.0765  1.2592  0.1143
C  -0.0568  1.8642  -0.4828
N  -1.2285  1.0910  -0.1357
C  -2.4774  1.6154  0.0607
C  -3.3372  0.5781  0.2030
N  -2.6122  -0.5730  0.0859
C  -3.1456  -1.9045  0.1632
C  -1.3143  -0.2620  -0.1158
P  -0.0545  -1.5206  -0.1988
C  1.2872  -0.4526  -0.1064
H  4.1410  -1.7399  -0.7116
H  3.7254  -2.0293  0.9871
H  2.6490  -2.6140  -0.2978
H  4.2988  0.6839  0.3564
H  2.5910  2.7280  0.3000
H  -0.1738  2.8829  -0.0914
H  0.0208  1.9232  -1.5888
H  -2.6540  2.6701  0.0834
H  -4.3949  0.5773  0.3701
H  -2.6394  -2.5467  -0.5579
H  -3.0030  -2.3194  1.1633
H  -4.2089  -1.8799  -0.0621

Properties
charge = +1
E_HOMO = -10.635 eV
max |F| = 5.78 eV/A
multiplicity = 1
relative energy (zero: lowest compared OMol25 entry of this formula, charge and spin) = 0.000 eV
gap between HOMO and LUMO = 7.62 eV
LUMO level = -3.010 eV